A 3-piece molecular cluster, C3H12N4O overall at a distorted geometry, computed with the ωB97M-V functional and the def2-TZVPD basis.

Each atom is followed by the atoms it is bonded to, with distances in Å.
Geometry (Å):
1 H 2.22 -1.73 0.26  N2 1.029
2 N 1.20 -1.68 0.10  H1 1.029, N3 1.234
3 N 0.60 -1.87 1.17  N2 1.234, C4 1.426
4 C -0.82 -1.86 1.09  N3 1.426, H5 1.093, H6 1.094, H7 1.090
5 H -1.17 -2.85 1.38  C4 1.093
6 H -1.20 -1.59 0.10  C4 1.094
7 H -1.17 -1.16 1.85  C4 1.090
8 C 1.37 1.57 0.59  N9 1.262, H11 1.073, H12 1.091
9 N 0.39 1.04 1.19  C8 1.262, N10 1.345
10 N -0.68 1.79 1.53  N9 1.345, H13 1.021, H14 1.008
11 H 2.23 0.96 0.40  C8 1.073
12 H 1.39 2.61 0.26  C8 1.091
13 H -0.78 2.70 1.08  N10 1.021
14 H -1.53 1.25 1.61  N10 1.008
15 C -0.64 0.27 -2.25  O16 1.399, H17 1.097, H18 1.088, H19 1.100
16 O 0.73 0.08 -2.08  C15 1.399, H20 0.977
17 H -1.11 0.67 -1.34  C15 1.097
18 H -0.77 1.00 -3.05  C15 1.088
19 H -1.15 -0.66 -2.53  C15 1.100
20 H 0.88 -0.57 -1.36  O16 0.977

Computed properties:
Gap between HOMO and LUMO   0.3592 Eh
SMILES   [H]/N=N/C.C=NN.CO
Spin multiplicity   1
E_LUMO   0.031 Ha
Energy relative to the best compared isomer or geometry (same formula, charge and spin)   98.0 kcal/mol
HOMO   -8.94 eV
Charge   0
Strongest force on any atom   0.0304 Eh/bohr
M   120.156 g mol⁻¹